ORCA calculation (the ωB97M-V functional and the def2-TZVPD basis) on 16 unconnected molecules or ions with the total composition C4H41NO15 in a non-equilibrium geometry.

Structure (XYZ):
```
61
Properties=species:S:1:pos:R:3:forces:R:3
C 1.1249 -1.6256 -1.6176 1.014 -0.962 1.264
C 0.5240 -2.5770 -0.5082 0.398 1.149 -0.337
N -0.7838 -2.1306 -0.0937 -0.404 -1.733 2.495
C -1.1209 -2.8966 1.2239 2.530 0.634 -2.211
C -0.7640 -0.7123 0.2012 -1.191 -0.009 -2.061
H 0.5467 -0.8646 -2.1563 -0.422 -0.779 0.216
H 1.9537 -1.0818 -1.0903 -0.630 -0.677 -0.950
H 1.4402 -2.4246 -2.2839 0.850 0.797 -0.776
H 1.2444 -2.6348 0.3316 -0.228 0.443 -0.159
H 0.5064 -3.6079 -0.8519 -0.500 -0.129 -0.392
H -0.3955 -2.6672 2.0307 -0.065 0.003 -0.574
H -0.9426 -3.9434 0.9111 -1.036 0.246 0.705
H -2.0386 -2.5155 1.5792 -1.505 -0.456 0.161
H 0.1180 -0.5166 0.7833 0.156 0.750 0.702
H -0.6206 -0.2739 -0.8533 -0.614 0.300 1.989
H -1.7747 -0.4695 0.6554 1.516 0.211 -0.470
H -2.1807 2.1433 3.3172 -1.054 0.104 0.411
H -2.9881 1.2657 2.4205 -0.091 0.333 1.756
O -3.0016 1.6012 3.3743 1.320 -0.119 -1.738
H -3.2056 0.4860 -2.1270 0.790 0.464 -1.317
H -3.6817 -0.8382 -1.5433 0.147 0.132 0.338
O -3.7321 0.1399 -1.4310 -0.726 -0.389 0.869
H -4.1876 1.6186 1.1595 1.538 0.223 -1.110
H -3.3616 1.0823 -0.1289 -0.187 0.264 0.988
O -3.2758 1.6346 0.7319 -1.838 -0.943 -0.218
H -1.0697 3.0973 0.8684 3.141 1.322 3.323
H 0.2881 3.8821 1.7949 -2.220 -2.064 -0.512
O -0.3200 3.0467 1.7476 -0.693 1.469 -2.069
H -3.2329 -3.1787 -0.7998 0.451 1.406 -1.435
H -2.1205 -2.4045 -1.6054 -0.460 -0.134 0.724
O -3.0956 -2.5138 -1.5414 -0.426 -1.297 0.690
H 3.7718 -1.2298 0.1991 -0.967 0.194 1.269
H 4.4481 -2.1480 -0.8138 0.074 0.111 0.023
O 4.1843 -1.2334 -0.6608 1.435 -0.670 -1.497
H -0.8964 0.1316 -4.6570 2.217 -1.538 -3.787
H -0.7403 0.9513 -3.4371 1.542 1.533 1.053
O -1.3218 0.4231 -3.9320 -4.134 -0.194 2.586
H 2.2022 -1.3369 1.9904 -0.560 -0.904 1.006
H 2.4422 0.1397 1.4142 -0.055 -2.379 -0.238
O 2.5668 -0.8957 1.2454 0.774 3.284 -0.758
H 2.6059 2.5454 -1.2951 0.563 0.474 -0.475
H 2.7486 0.9768 -1.9300 0.030 1.630 0.848
O 2.3070 1.6468 -1.2344 -0.026 -1.846 -0.451
H 4.5012 0.7471 -2.4185 1.819 0.589 0.900
H 3.6877 -0.5501 -2.2318 0.631 -0.320 0.621
O 3.7928 0.2539 -2.7567 -2.260 -0.408 -1.781
H -2.5711 3.0792 0.5403 -0.785 1.100 -0.740
H -1.8592 3.6379 -0.6728 0.322 -0.173 -1.767
O -2.2094 3.9432 0.1421 -0.199 -1.068 1.649
H 1.3910 -1.0837 3.5414 -0.291 2.870 1.325
H 2.0013 -2.4304 3.8389 -0.241 0.135 -0.054
O 1.3334 -1.9686 3.3117 0.280 -3.196 -0.341
H 0.9383 2.0838 1.4935 -0.053 0.034 -0.305
H 1.9840 1.5787 0.3355 -0.582 0.209 1.066
O 1.7915 1.6259 1.3170 0.961 -0.335 -0.466
H -0.8152 1.1295 3.3700 0.885 -0.850 0.326
H 0.4168 0.5874 2.7449 2.192 0.275 -4.056
O -0.0153 0.5809 3.5277 -2.757 0.307 3.771
H 0.4004 2.9198 -2.9223 1.074 2.371 -0.649
H 0.8611 1.6881 -1.9421 -0.522 1.531 -1.131
O 0.2001 2.0855 -2.6061 -0.928 -3.326 1.750
```
Positions in Å, forces in eV/Å.

Summary:
* LUMO energy: -0.0047 eV
* total charge: 0
* gap between HOMO and LUMO: 8.648 eV
* energy above the lowest of the compared OMol25 structures with the same formula, charge and spin: 441.63 kJ/mol

natural (NBO) atomic charge list, values in e, 8 entries:
1 C -0.675
2 C -0.216
3 N -0.470
4 C -0.449
5 C -0.447
6 H 0.215
7 H 0.232
8 H 0.216



ORCA calculation (the ωB97M-V functional and the def2-TZVPD basis) on a molecular structure, C27H47BN6OPd in a non-equilibrium geometry.

Structure (XYZ):
```
83
Properties=species:S:1:pos:R:3:forces:R:3
Pd 0.0574 -0.2780 -0.8842 -0.473 0.861 0.048
C -0.0409 3.9381 2.6590 -0.008 -0.146 0.004
C -0.0379 3.3374 1.2939 0.007 0.188 -0.187
C -0.0319 3.9864 0.0748 0.004 -0.045 0.035
C -0.0236 2.9720 -0.8980 -0.023 -0.012 0.016
N -0.0292 1.8002 -0.2801 0.102 -0.980 -0.476
N -0.0360 2.0129 1.0510 -0.040 0.120 0.222
B -0.0327 0.8430 2.0551 -0.021 -0.317 -0.295
N -1.3004 -0.0221 1.8030 -0.036 0.111 0.216
N -1.7893 -0.1656 0.5468 -0.122 -0.487 -0.526
C -2.9767 -0.7628 0.6353 0.104 0.169 0.202
C -3.2602 -1.0088 1.9888 -0.018 -0.099 -0.009
C -2.1756 -0.5279 2.6951 -0.144 -0.051 -0.075
C -1.9496 -0.5621 4.1694 0.071 0.085 -0.080
C -3.9193 -0.9405 -0.5361 0.072 0.013 -0.052
C -3.2492 -0.5361 -1.8503 0.057 -0.060 0.157
C -5.1251 -0.0214 -0.2855 0.041 0.008 -0.002
C -4.4111 -2.3891 -0.6154 0.057 0.066 0.026
N 1.2621 0.0202 1.8148 0.096 0.224 0.283
N 1.7820 -0.0512 0.5679 0.184 -0.713 -0.605
C 2.9533 -0.6767 0.6452 -0.027 0.077 0.177
C 3.2105 -0.9916 1.9888 0.030 -0.005 -0.056
C 2.1156 -0.5317 2.6978 0.113 -0.156 -0.104
C 1.8470 -0.6529 4.1599 -0.062 0.113 -0.090
C 3.8516 -0.9230 -0.5481 -0.101 0.022 -0.077
C 3.2412 -0.3533 -1.8306 -0.070 -0.030 0.187
C 5.1961 -0.2354 -0.2804 -0.037 -0.044 0.024
C 4.0609 -2.4331 -0.7147 -0.024 0.071 -0.014
C -0.0108 3.1419 -2.3989 0.016 -0.019 -0.034
C -1.2594 3.9332 -2.8114 0.064 -0.033 0.048
C 1.2483 3.9304 -2.7871 -0.070 -0.039 0.049
C -0.0038 1.7984 -3.1307 0.018 0.085 0.152
H -0.0322 5.0226 2.5748 -0.005 0.009 0.000
H 0.8369 3.6269 3.2264 -0.025 0.009 0.027
H -0.9283 3.6392 3.2180 0.024 0.012 0.029
H -0.0316 5.0522 -0.0807 -0.002 -0.008 -0.014
H -0.0456 1.2643 3.1711 -0.004 -0.002 0.066
H -4.1413 -1.4666 2.4083 0.000 0.018 -0.002
H -2.8925 -0.7674 4.6719 0.014 -0.016 0.036
H -1.5514 0.3832 4.5371 -0.023 -0.017 0.021
H -1.2406 -1.3486 4.4329 -0.013 0.005 0.040
H -2.9987 0.5269 -1.8277 0.038 -0.007 -0.064
H -3.9195 -0.7214 -2.6916 -0.046 0.032 0.026
H -2.3349 -1.1109 -2.0157 0.025 -0.017 -0.055
H -4.7938 1.0097 -0.1502 -0.034 0.013 -0.015
H -5.6658 -0.3255 0.6122 -0.012 0.020 -0.006
H -5.8127 -0.0603 -1.1330 -0.007 -0.007 -0.002
H -3.5917 -3.0630 -0.8549 0.095 -0.092 -0.005
H -5.1701 -2.4871 -1.3946 -0.008 0.016 0.014
H -4.8478 -2.7056 0.3333 -0.019 -0.015 -0.021
H 4.0792 -1.4801 2.3988 -0.008 0.006 0.010
H 2.7760 -0.8833 4.6771 -0.020 -0.007 0.044
H 1.1367 -1.4588 4.3517 0.012 0.001 0.038
H 1.4290 0.2668 4.5686 0.022 -0.017 0.026
H 3.0772 0.7212 -1.7261 -0.033 0.013 -0.063
H 2.2892 -0.8449 -2.0481 0.012 0.001 -0.082
H 3.9047 -0.5277 -2.6792 0.057 0.001 0.034
H 5.0532 0.8373 -0.1390 0.034 0.005 -0.008
H 5.8732 -0.3918 -1.1225 0.008 0.007 -0.003
H 5.6672 -0.6374 0.6180 0.025 0.016 -0.006
H 3.1086 -2.9200 -0.9308 0.122 -0.003 -0.050
H 4.4803 -2.8697 0.1931 -0.004 -0.044 -0.008
H 4.7446 -2.6321 -1.5427 0.013 0.011 0.006
H -1.2804 4.9051 -2.3167 -0.037 0.011 -0.022
H -2.1646 3.3892 -2.5358 -0.016 0.021 -0.013
H -1.2636 4.0949 -3.8911 -0.008 0.002 -0.001
H 1.2604 4.9036 -2.2947 0.040 0.010 -0.017
H 1.2772 4.0891 -3.8669 0.001 0.001 0.002
H 2.1459 3.3848 -2.4902 0.019 0.021 -0.013
H -0.9075 1.2260 -2.9079 -0.017 -0.050 -0.030
H 0.8776 1.2117 -2.8575 0.013 -0.032 -0.051
H 0.0302 1.9658 -4.2081 -0.012 -0.021 -0.009
C 0.2536 -4.4523 -1.8658 0.009 0.281 -0.005
C -0.1878 -3.2527 -1.0229 -0.156 -0.448 0.466
C 0.4895 -3.2713 0.3529 -0.060 0.059 -0.262
O 0.0620 -2.0859 -1.7347 0.447 1.280 0.584
H -0.2002 -5.3755 -1.5022 0.026 -0.005 0.039
H 1.3406 -4.5568 -1.8355 0.000 -0.002 -0.065
H -0.0532 -4.2900 -2.8992 -0.007 -0.081 -0.015
H -1.2702 -3.3654 -0.8470 -0.110 0.102 0.006
H 1.5744 -3.3371 0.2420 -0.118 0.025 0.097
H 0.1441 -4.1288 0.9337 0.005 0.003 0.024
H 0.2510 -2.3533 0.8957 -0.021 -0.096 0.110
```
Positions in Å, forces in eV/Å.

Summary:
* LUMO energy (spin up / spin down): -0.6070 / -0.6008 eV
* total charge: 0
* gap between HOMO and LUMO (spin up / spin down): 7.646 / 7.656 eV
* energy above the lowest of the compared OMol25 structures with the same formula, charge and spin: 51.27 kJ/mol

Mulliken atomic charge list, values in e, 8 entries:
1 Pd 0.344
2 C -1.564
3 C 0.464
4 C -1.208
5 C -1.040
6 N 1.974
7 N -0.427
8 B -0.133